Entry a
The following is a DFT calculation (ωB97M-V/def2-TZVPD) of an isolated molecule of C20H19N3O3.

```
! wB97M-V def2-TZVPD RIJCOSX def2/J DEFGRID3
* xyz 0 1
O -1.206 5.265 -0.195
N 0.168 2.000 -0.016
N 1.302 -0.511 0.085
O 0.978 4.792 0.289
O 4.594 -4.996 0.303
C -0.302 4.442 0.017
C -0.632 3.028 -0.153
C -1.944 2.529 -0.482
C -1.875 1.169 -0.572
C -0.033 -0.454 0.018
C -2.514 -3.909 -0.309
C -1.533 -3.623 -1.254
C -2.698 -3.047 0.795
C 2.036 -2.498 1.240
C 2.946 -1.937 -0.898
C 2.852 -3.650 1.265
C 3.770 -3.040 -0.891
C -0.711 -2.514 -1.155
C -1.865 -1.959 0.952
C 2.071 -1.640 0.180
C 3.739 -3.914 0.214
C -0.886 -1.651 -0.057
N -0.569 0.841 -0.217
C 1.195 6.118 0.740
C 5.323 -5.495 -0.847
C -3.053 0.378 -1.072
H -2.839 3.121 -0.623
H -3.085 -4.784 -0.487
H -1.357 -4.309 -2.071
H -3.412 -3.332 1.554
H 1.435 -2.217 2.089
H 2.964 -1.257 -1.757
H 2.773 -4.295 2.142
H 4.420 -3.210 -1.728
H 0.049 -2.323 -1.899
H -2.021 -1.276 1.799
H 2.199 6.229 1.074
H 0.506 6.408 1.516
H 1.013 6.811 -0.055
H 5.910 -4.751 -1.361
H 6.048 -6.260 -0.523
H 4.598 -5.928 -1.593
H -3.813 1.041 -1.481
H -3.487 -0.185 -0.243
H -2.788 -0.330 -1.868
*
```

Output
E_HOMO in eV: -7.74
SMILES: COC(=O)c1cc(C)n(/C(=N/c2ccc(OC)cc2)c2ccccc2)n1

---

Entry b
The following is a DFT calculation (ωB97M-V/def2-TZVPD) of a structure of composition C20H19N3O3.

```
! wB97M-V def2-TZVPD RIJCOSX def2/J DEFGRID3
* xyz 0 1
C -4.434 -0.665 1.377
H -5.346 -0.351 1.061
O -3.719 -0.830 0.022
C -2.551 -1.441 0.006
C -1.781 -1.771 1.001
C -0.582 -2.191 1.063
C -0.110 -2.592 -0.061
C -0.851 -2.254 -1.467
C -2.150 -1.721 -1.317
H -2.685 -1.643 -2.095
H -0.534 -2.360 -2.306
C 1.251 -2.968 -0.433
H 1.297 -4.326 -0.596
H 1.904 -2.822 0.648
C 2.190 -2.508 -1.610
N 2.034 -1.088 -1.503
C 2.598 -0.370 -0.629
C 3.393 -0.384 0.474
C 4.180 -1.362 0.815
N 4.559 -2.371 1.392
N 3.524 0.915 0.875
C 2.723 1.804 0.419
O 2.189 1.202 -0.709
C 2.593 3.229 0.633
H 3.550 3.880 -0.123
O 1.691 3.724 -0.323
C 0.359 3.006 -0.146
C -0.557 3.752 -1.123
C -1.970 3.090 -0.909
C -2.236 2.222 0.065
C -1.328 1.987 0.889
C -0.064 2.307 0.753
H 0.703 2.050 1.651
H -1.640 1.080 1.719
H -3.315 1.825 0.041
H -2.568 3.639 -1.726
H -0.252 4.268 -2.046
H 2.526 3.404 1.798
H 1.269 -0.670 -2.098
H 3.133 -2.620 -1.217
H 1.973 -2.999 -2.276
H -0.055 -2.164 2.133
H -2.264 -1.395 2.171
H -4.574 -1.708 1.939
H -4.074 0.190 1.769
*
```

Output
E_HOMO in eV: -7.84

---

The relative energies come out as entry a 0.0; entry b 393.3, with values in kcal/mol.

---

Entry a
The following is a DFT calculation (ωB97M-V/def2-TZVPD) of a cluster of 2 separate species, C11H15N in total.

```
! wB97M-V def2-TZVPD RIJCOSX def2/J DEFGRID3
* xyz 1 2
C 2.626 1.615 -0.249
C 2.250 0.329 -1.222
H 1.820 1.781 0.499
H 3.439 1.397 0.391
H 2.764 2.501 -0.863
H 1.219 0.436 -1.552
H 2.919 0.186 -2.085
H 2.300 -0.532 -0.500
C -0.641 -2.884 -0.690
C -1.026 -0.467 0.047
C -0.845 -1.852 0.330
C -1.136 0.208 1.307
C -0.720 -1.989 1.733
C -1.141 0.237 -1.153
C -1.081 1.636 -1.049
C -1.401 2.335 0.240
C -1.384 1.568 1.464
N -0.826 -0.710 2.309
H -1.264 -0.369 -1.942
H -1.000 2.281 -1.898
H -1.472 3.415 0.267
H -0.223 -2.681 -1.774
H -1.631 -3.398 -1.051
H -0.475 -2.953 2.154
H -1.247 -0.561 3.256
H -1.662 2.159 2.325
H -0.163 -3.689 -0.295
*
```

Output
E_HOMO (alpha / beta) in eV: -13.03 / -13.13

---

Entry b
The following is a DFT calculation (ωB97M-V/def2-TZVPD) of a cluster of 2 separate species, C11H15N in total.

```
! wB97M-V def2-TZVPD RIJCOSX def2/J DEFGRID3
* xyz 1 2
C 1.904 2.715 1.645
C 0.872 3.014 0.517
H 2.861 3.144 1.359
H 1.637 3.223 2.568
H 2.027 1.651 1.819
H 1.380 3.712 -0.145
H -0.028 3.501 0.881
H 0.549 2.075 0.069
C 2.077 -0.711 -0.879
C -0.470 -1.050 -0.646
C 0.901 -1.152 -0.113
C -1.307 -1.685 0.283
C 0.784 -1.818 1.059
C -2.478 -0.567 -1.897
C -3.285 -1.145 -0.944
C -1.060 -0.447 -1.726
C -2.708 -1.784 0.160
N -0.538 -2.152 1.291
H -2.863 -0.157 -2.824
H -4.354 -1.251 -1.088
H -0.463 -0.029 -2.499
H -3.335 -2.433 0.759
H 1.842 0.151 -1.495
H 2.470 -1.445 -1.592
H 1.552 -2.157 1.740
H -0.876 -2.835 1.957
H 2.909 -0.369 -0.259
*
```

Output
E_HOMO (alpha / beta) in eV: -13.34 / -13.32

---

Entry c
The following is a DFT calculation (ωB97M-V/def2-TZVPD) of a cluster of 2 separate species, C11H15N in total.

```
! wB97M-V def2-TZVPD RIJCOSX def2/J DEFGRID3
* xyz 1 2
C 1.720 -1.925 -0.777
C 0.058 0.900 0.928
C 0.251 -0.489 0.831
C 1.333 -0.691 -0.056
C 1.752 0.604 -0.444
C -0.892 1.441 1.738
C -1.729 0.570 2.444
C -0.509 -1.343 1.638
C -1.560 -0.805 2.369
N 1.047 1.527 0.148
H 1.122 2.508 -0.083
H -1.037 2.509 1.847
H 2.409 0.859 -1.265
H -2.482 0.983 3.097
H -0.286 -2.392 1.693
H 2.463 -2.542 -0.259
H 2.189 -1.666 -1.722
H -2.236 -1.487 2.851
H 0.882 -2.581 -1.018
C -0.318 0.446 -3.787
C -1.225 -0.132 -2.712
H 0.532 0.987 -3.357
H 0.065 -0.322 -4.392
H -0.808 1.157 -4.445
H -1.424 -1.205 -2.795
H -0.841 -0.139 -1.689
H -2.196 0.344 -2.635
*
```

Output
E_HOMO (alpha / beta) in eV: -12.97 / -13.56

---

The relative energies come out as entry a 41.3; entry b 7.4; entry c 0.0, with values in kcal/mol.

---

Entry a
The following is a DFT calculation (ωB97M-V/def2-TZVPD) of the ion NO4S with charge -1.

```
! wB97M-V def2-TZVPD RIJCOSX def2/J DEFGRID3
* xyz -1 1
N 1.241 0.463 0.082
O -0.478 -1.161 -0.984
O 1.744 -0.405 0.765
O -0.972 1.179 -0.941
O -1.027 -0.121 1.248
S -0.508 0.044 -0.170
*
```

Output
E_HOMO in eV: -4.87
SMILES: O=NS(=O)(=O)[O-]

---

Entry b
The following is a DFT calculation (ωB97M-V/def2-TZVPD) of a cluster of 2 separate species, NO4S in total.

```
! wB97M-V def2-TZVPD RIJCOSX def2/J DEFGRID3
* xyz -1 1
N 1.345 -0.084 0.066
O -1.813 -0.848 -0.899
O 1.858 0.773 -0.649
O 2.029 -0.907 0.699
O -1.966 1.213 0.451
S -1.453 -0.147 0.332
*
```

Output
E_HOMO (alpha / beta) in eV: -3.59 / -3.59

---

The relative energies come out as entry a 0.0; entry b 12.2, with values in kcal/mol.

---

Entry a
The following is a DFT calculation (ωB97M-V/def2-TZVPD) of an isolated molecule of C6H12OSi.

```
! wB97M-V def2-TZVPD RIJCOSX def2/J DEFGRID3
* xyz 0 1
C -0.450 2.950 1.920
C 0.209 2.407 1.053
O 0.276 1.077 -0.992
C 0.966 1.781 0.040
C 1.461 -1.579 -0.136
C -0.931 -1.324 -1.994
C -1.276 -0.483 0.986
Si -0.071 -0.501 -0.551
H -0.963 3.278 2.760
H 1.512 2.548 -0.510
H 1.717 1.165 0.529
H 2.347 -1.373 -0.741
H 1.780 -1.435 0.900
H 1.210 -2.683 -0.316
H -1.444 -2.177 -1.567
H -1.605 -0.589 -2.477
H -0.138 -1.583 -2.644
H -1.518 0.535 1.172
H -0.923 -0.983 1.917
H -2.161 -1.031 0.652
*
```

Output
E_HOMO in eV: -10.00
SMILES: C#CCO[Si](C)(C)C

---

Entry b
The following is a DFT calculation (ωB97M-V/def2-TZVPD) of a cluster of 2 separate species, C6H12OSi in total.

```
! wB97M-V def2-TZVPD RIJCOSX def2/J DEFGRID3
* xyz 0 1
C -2.668 1.755 -0.683
C -0.191 -2.351 -0.135
C -2.216 0.826 0.164
C -0.851 -1.340 0.453
C 2.689 -0.344 -0.713
C -1.237 -0.128 -0.244
O 2.315 0.668 0.127
Si 1.013 1.576 0.438
H -3.336 2.547 -0.494
H -2.302 1.697 -1.664
H 0.070 -3.248 0.525
H 0.136 -2.449 -1.145
H -2.186 0.877 1.250
H -0.992 -1.214 1.569
H 1.790 -0.977 -0.888
H 3.525 -0.966 -0.274
H 2.796 0.115 -1.747
H -1.219 -0.101 -1.330
H 0.702 2.225 -0.837
H 1.312 1.793 1.775
*
```

Output
E_HOMO (alpha / beta) in eV: -6.59 / -6.69

---

The relative energies come out as entry a 0.0; entry b 93.1, with values in kcal/mol.

---

Entry a
The following is a DFT calculation (ωB97M-V/def2-TZVPD) of a cluster of 2 separate species, C5H4N2O3 in total.

```
! wB97M-V def2-TZVPD RIJCOSX def2/J DEFGRID3
* xyz 0 1
O 0.660 -3.098 0.608
C 0.848 -1.973 0.237
O -0.053 -0.996 0.662
C 0.064 0.271 0.266
N 0.924 0.723 -0.562
C 1.918 -0.154 -0.951
C 1.917 -1.460 -0.595
C -0.894 1.148 0.943
N -1.262 2.078 1.561
H 2.773 0.293 -1.460
H 2.731 -2.134 -0.853
O -3.501 1.516 0.112
H -3.061 1.551 -0.743
H -3.063 2.237 0.774
*
```

Output
E_HOMO in eV: -10.56
SMILES: N#Cc1nccc(=O)o1.O

---

Entry b
The following is a DFT calculation (ωB97M-V/def2-TZVPD) of an isolated molecule of C5H4N2O3.

```
! wB97M-V def2-TZVPD RIJCOSX def2/J DEFGRID3
* xyz 0 1
O 3.444 -0.070 -1.149
C 2.287 -0.055 -0.825
O 1.576 -1.225 -0.831
C 0.323 -1.299 -0.370
C -0.255 -0.221 0.207
N 0.335 1.022 0.118
C 1.536 1.112 -0.331
C -1.595 -0.262 0.834
N -2.505 -1.102 0.598
H -0.135 -2.282 -0.453
H 2.081 2.055 -0.257
O -2.190 1.079 0.998
H -3.419 -0.453 0.711
H -1.482 1.701 0.749
*
```

Output
E_HOMO in eV: -9.73
SMILES: [H]/N=C(\O)c1coc(=O)cn1

---

The relative energies come out as entry a 0.0; entry b 3.9, with values in kcal/mol.